15
Properties=species:S:1:pos:R:3:forces:R:3:nbo_charge:R:1 method="wB97M-V/def2-TZVPD" homo_energy_ev=-8.960 de_lowest_kj_mol=221.0 largest_force_ev_per_a=6.069 energy_ha=-304.75134 smiles=Cc1ccn(C)n1
C 2.387160 -0.577414 0.155891 0.48 -0.36 0.10 -0.40
N 1.065714 -0.034856 0.005745 1.03 0.39 -0.23 -0.15
C 0.775497 1.245207 -0.281517 -0.09 0.05 0.90 -0.03
C -0.584702 1.349136 -0.091958 -4.20 -1.40 -4.15 -0.43
C -1.045428 -0.019163 -0.019581 1.71 -0.71 2.52 0.16
C -2.441877 -0.541880 0.176674 -0.27 0.04 -0.15 -0.65
N 0.001956 -0.830577 0.158817 -0.56 -0.02 -0.37 -0.29
H 3.128831 0.184970 -0.102669 -0.22 -0.13 0.06 0.21
H 2.504128 -1.435102 -0.510908 0.01 0.09 0.11 0.22
H 2.549493 -0.905181 1.186750 0.00 0.04 -0.15 0.21
H 1.511242 2.037688 -0.429392 -0.09 -0.63 -0.08 0.22
H -1.386280 1.482375 -0.954777 1.55 2.37 1.59 0.24
H -3.131370 -0.227179 -0.617829 0.22 0.03 0.10 0.22
H -2.864758 -0.175697 1.121992 0.18 -0.02 -0.22 0.23
H -2.469703 -1.637133 0.210319 0.25 0.26 -0.05 0.23



29
Properties=species:S:1:pos:R:3:forces:R:3:nbo_charge:R:1 method="wB97M-V/def2-TZVPD" homo_energy_ev="-3.057 / -6.363" charge=-1 largest_force_ev_per_a=0.833 spin_multiplicity=3 energy_ha=-2202.77460
Ti -0.274843 -0.545085 0.730044 -0.10 -0.36 0.74 1.13
O 1.437962 -1.874548 -0.023413 -0.44 0.28 -0.13 -0.70
C 2.051599 -1.108339 -1.069810 0.09 -0.04 0.02 -0.08
C 1.057970 -0.372592 -1.956377 -0.01 0.05 -0.09 -0.25
N 0.124938 0.502407 -1.235576 0.10 -0.31 0.35 -0.48
C -1.186432 0.512318 -1.891335 0.08 0.09 -0.13 -0.33
C -1.896248 -0.856927 -1.736860 0.10 0.01 -0.02 0.77
O -2.706539 -1.178996 -2.593607 -0.04 -0.01 0.00 -0.67
O -1.547097 -1.522990 -0.697549 0.25 0.21 0.03 -0.80
C 0.699300 1.799912 -0.862111 0.03 0.01 -0.23 -0.34
C 1.575519 1.740358 0.416681 -0.05 -0.07 -0.12 0.77
O 2.557769 2.469273 0.469925 -0.01 0.05 0.05 -0.68
O 1.147866 0.931547 1.310842 -0.13 -0.13 -0.27 -0.79
H 0.671536 -2.362743 -0.368039 0.24 -0.26 -0.32 0.50
H 2.724548 -0.415580 -0.565911 -0.01 -0.02 0.04 0.21
H 2.647772 -1.773777 -1.701524 0.04 0.04 -0.02 0.17
H 1.622600 0.203610 -2.703502 0.02 -0.04 -0.02 0.19
H 0.465633 -1.113176 -2.498180 -0.01 0.00 0.00 0.21
H -1.807672 1.268489 -1.407135 -0.01 0.00 -0.02 0.22
H -1.119120 0.748850 -2.959399 -0.01 0.06 0.01 0.19
H 1.285696 2.229547 -1.681722 -0.02 0.05 0.01 0.19
H -0.125394 2.477412 -0.631689 0.00 0.01 -0.02 0.22
Cl -2.133238 0.822790 1.807208 -0.07 0.02 0.35 -0.01
C -1.478809 0.348474 3.447524 -0.15 0.04 -0.10 -0.46
C -1.086607 -1.138823 3.529903 -0.02 -0.15 -0.04 0.77
O -1.192474 -1.637149 4.642104 0.01 0.05 0.01 -0.67
O -0.656386 -1.689612 2.463708 0.11 0.32 -0.15 -0.77
H -2.255140 0.556188 4.174489 0.00 0.10 -0.02 0.23
H -0.604710 0.979165 3.591312 0.00 0.00 0.05 0.24



41
Properties=species:S:1:pos:R:3:forces:R:3:nbo_charge:R:1 method="wB97M-V/def2-TZVPD" homo_energy_ev="-15.617 / -15.617" de_lowest_kj_mol=0.0 charge=+2 largest_force_ev_per_a=2.220 spin_multiplicity=4 energy_ha=-2435.40374
Er 0.496479 0.900702 0.663756 0.65 -0.15 0.49 1.94
P 2.322963 -1.025602 1.563499 0.77 -0.55 -0.61 0.76
C 2.388655 -1.121152 -0.293164 0.13 0.42 -0.42 -0.82
C 1.095826 -1.626675 -0.903491 0.13 0.55 -0.52 0.26
N -0.057674 -1.020432 -0.484972 -0.14 -0.85 -0.41 -0.66
C -1.240362 -1.398950 -1.044739 0.30 0.24 -0.17 0.25
C -1.292300 -2.355206 -2.046325 -0.14 0.09 -0.11 -0.24
C -0.111736 -2.883179 -2.561581 -0.10 -0.15 0.41 -0.08
C 1.094055 -2.499522 -1.980515 0.16 -0.07 0.00 -0.24
C -2.514555 -0.713035 -0.612296 -0.03 0.03 0.24 -0.73
P -2.282782 0.940471 0.207506 -1.36 -0.48 -0.90 0.73
H 2.056466 -2.819240 -2.376332 -0.30 -0.19 0.14 0.25
H -2.275132 -2.614369 -2.442556 0.39 -0.06 0.00 0.25
H -0.143752 -3.615840 -3.367611 0.07 0.30 0.11 0.26
H -3.183079 -0.563141 -1.476331 0.23 -0.18 0.30 0.27
H -3.057671 -1.346197 0.108573 0.20 0.09 -0.24 0.27
H 2.559368 -0.048170 -0.682745 0.07 -2.01 0.50 0.34
H 3.266918 -1.731471 -0.543674 -0.40 -0.04 -0.14 0.27
H -0.788651 5.709590 -0.375232 0.17 -0.22 0.19 0.51
O 1.917771 1.512082 -0.613145 -0.39 2.06 -0.72 -1.19
H 2.311618 2.050833 -1.332184 -0.38 -0.50 0.79 0.53
H 0.146330 3.541641 1.127679 -0.36 0.48 0.76 0.63
O -0.721718 5.151357 0.415105 -0.15 0.07 0.57 -1.00
H -1.032579 5.720043 1.150038 0.25 -0.40 -0.54 0.51
C -2.773219 2.068388 -1.141799 0.34 0.47 -0.20 -0.92
H -3.850526 1.987381 -1.338173 0.32 -0.06 0.05 0.26
H -2.544419 3.101036 -0.843029 -0.12 -0.20 -0.16 0.26
H -2.224883 1.839908 -2.062367 -0.03 0.10 0.13 0.25
C -3.798056 1.017145 1.214400 -0.01 0.21 0.84 -0.91
H -3.652313 1.767217 2.001104 -0.22 -0.15 -0.10 0.26
H -4.669373 1.310899 0.612902 0.37 -0.14 0.07 0.26
H -4.009378 0.054628 1.694450 0.13 0.23 -0.03 0.26
C 2.299389 -2.804797 1.975617 -0.39 -0.23 0.49 -0.92
H 3.255908 -3.283794 1.727577 -0.17 0.31 -0.01 0.26
H 2.106860 -2.947798 3.046477 0.08 0.01 -0.23 0.27
H 1.505330 -3.323025 1.425474 0.07 0.19 0.10 0.25
C 4.049245 -0.530081 1.887345 -0.05 0.33 0.37 -0.92
H 4.145449 -0.271233 2.948471 0.13 -0.06 -0.22 0.27
H 4.748936 -1.339705 1.648347 -0.23 0.13 0.01 0.26
H 4.300352 0.355460 1.291272 -0.07 -0.15 0.14 0.26
F 0.156253 2.853839 1.812674 0.08 0.55 -0.97 -0.55



91
Properties=species:S:1:pos:R:3:forces:R:3:lowdin_charge:R:1 method="wB97M-V/def2-TZVPD" homo_energy_ev=-8.467 de_lowest_kj_mol=0.0 largest_force_ev_per_a=0.782 energy_ha=-3792.40850
N 2.494525 -2.963474 -1.481071 -0.23 0.04 -0.50 -0.15
P 2.211083 -1.873525 -2.535598 0.01 -0.59 0.51 0.46
O 2.896122 -0.449188 -2.242530 -0.23 0.17 0.03 -0.17
O 2.686063 -2.159765 -4.022611 0.14 0.19 -0.06 -0.13
C 0.452186 -1.506464 -2.636181 0.00 -0.24 -0.28 -0.25
C -0.406887 -2.580576 -3.044090 0.39 0.14 0.05 -0.02
C -1.751924 -2.428986 -3.127819 -0.32 -0.26 -0.09 -0.27
N -2.629764 -3.427406 -3.552031 0.27 -0.14 0.40 0.11
C -2.284848 -1.154105 -2.791373 -0.19 0.27 0.04 -0.30
N -3.580564 -0.818017 -2.809222 0.03 -0.28 -0.02 -0.21
S -3.653893 0.714189 -2.373525 -0.32 0.14 0.02 1.02
N -2.112065 1.037021 -2.128354 0.27 0.05 0.04 -0.23
C -1.431042 -0.087920 -2.396040 -0.30 0.10 0.02 -0.34
C -0.033399 -0.279348 -2.324883 0.18 0.29 0.11 -0.02
H 3.007597 -3.761639 -1.830510 0.15 -0.02 0.26 -0.02
H 2.739892 -0.220780 -1.315845 0.36 0.09 0.02 0.08
H 3.216698 -1.429217 -4.381045 -0.05 -0.03 -0.13 0.03
H 0.032601 -3.538873 -3.288574 0.07 -0.05 0.06 0.12
H -2.185758 -4.334827 -3.506592 -0.07 -0.05 -0.15 0.09
H -3.468050 -3.440474 -2.986255 -0.19 0.10 -0.24 0.09
H 0.608425 0.539228 -2.037822 0.00 0.06 -0.01 0.11
C 5.163165 1.820351 -4.330440 0.06 0.10 -0.18 0.06
N 4.847489 0.886053 -5.443921 0.00 -0.01 0.20 -0.41
O 5.392630 1.027397 -6.510288 0.01 0.06 -0.03 0.10
O 4.033614 0.010786 -5.197634 -0.05 -0.05 -0.22 0.02
H 5.905216 2.526210 -4.680693 0.02 0.00 -0.01 0.10
H 4.234737 2.309650 -4.053237 -0.02 -0.04 0.06 0.11
H 5.530811 1.228136 -3.503402 -0.07 -0.05 0.04 0.07
C -6.779539 -2.064668 -0.195764 -0.18 -0.07 -0.18 0.05
N -6.567202 -0.638763 -0.564656 0.13 -0.16 -0.10 -0.43
O -6.811673 -0.304306 -1.702212 -0.03 0.09 0.01 0.06
O -6.134829 0.099888 0.300243 -0.06 -0.03 0.01 0.03
H -7.162352 -2.580967 -1.067779 0.03 0.05 -0.04 0.10
H -5.821303 -2.466367 0.117970 0.02 0.06 0.09 0.10
H -7.482553 -2.085324 0.629273 0.07 -0.01 0.02 0.07
C -6.409945 0.057013 3.884993 0.16 -0.11 -0.11 0.05
N -7.450010 -0.984358 3.665723 0.10 0.13 0.05 -0.42
O -7.274823 -1.789041 2.771544 -0.03 -0.07 0.12 0.04
O -8.413926 -0.966588 4.399019 -0.14 -0.08 0.04 0.06
H -5.621400 -0.088454 3.157198 -0.06 0.01 0.02 0.07
H -6.891461 1.020206 3.760126 -0.05 0.07 0.03 0.10
H -6.054414 -0.059285 4.904938 -0.05 0.06 0.03 0.10
C -3.764927 2.138406 0.867928 0.01 -0.14 0.00 0.03
N -3.477719 2.495293 2.282846 -0.03 0.09 -0.07 -0.44
O -3.904304 1.764262 3.156333 0.00 -0.01 0.04 0.05
O -2.850274 3.514078 2.482742 0.00 0.01 0.03 0.06
H -4.340937 1.222296 0.857428 0.03 0.05 0.03 0.06
H -4.334152 2.962662 0.448924 0.03 0.02 -0.05 0.08
H -2.815317 2.024962 0.352414 0.05 0.10 0.04 0.08
C -8.797990 -1.205151 7.954790 -0.06 0.05 -0.19 0.05
N -7.574664 -0.402146 8.236529 -0.01 -0.03 0.01 -0.45
O -7.207513 0.393255 7.396801 0.02 0.01 -0.03 0.06
O -7.020886 -0.604565 9.295504 0.01 0.00 0.04 0.06
H -9.176419 -0.922533 6.979532 0.05 0.02 -0.02 0.08
H -8.503425 -2.249524 7.977144 -0.01 -0.02 0.06 0.10
H -9.513677 -0.995571 8.743294 0.04 -0.02 0.06 0.10
C -6.255437 5.365902 3.052368 0.08 0.06 -0.03 0.05
N -6.586864 4.411751 1.957892 -0.05 -0.06 0.11 -0.44
O -6.029149 4.553403 0.890752 0.08 0.06 -0.11 0.06
O -7.394817 3.543755 2.210534 -0.01 -0.03 0.05 0.06
H -5.524250 6.070252 2.676404 0.01 -0.01 -0.02 0.10
H -7.179619 5.856364 3.341393 -0.02 -0.04 0.03 0.10
H -5.860163 4.781000 3.877601 -0.03 -0.02 0.02 0.10
C 2.751332 -0.662639 -8.029750 0.06 0.10 -0.05 0.03
N 1.996383 -1.156057 -9.215420 0.01 0.00 0.02 -0.46
O 2.188039 -0.607702 -10.280370 0.01 0.03 -0.03 0.06
O 1.234599 -2.081640 -9.032609 -0.03 -0.04 0.01 0.06
H 3.387045 0.155020 -8.344641 0.01 0.00 -0.02 0.08
H 2.022281 -0.343242 -7.291894 -0.02 -0.08 0.03 0.10
H 3.336163 -1.491424 -7.645653 -0.05 -0.04 0.04 0.10
C 7.573493 0.664459 -0.160023 0.07 -0.01 -0.11 0.05
N 6.470887 1.345128 -0.888207 -0.04 0.09 -0.05 -0.44
O 6.754341 2.181777 -1.726154 0.13 -0.05 0.09 0.05
O 5.337974 1.020929 -0.604487 -0.08 -0.05 0.05 0.06
H 8.517129 1.056409 -0.515777 -0.01 0.04 -0.01 0.09
H 7.437293 0.863898 0.896235 -0.03 -0.04 0.04 0.07
H 7.477435 -0.398828 -0.361493 -0.03 -0.02 0.04 0.11
C 10.085114 1.934919 4.244145 0.08 0.06 -0.03 0.06
N 9.364162 1.514614 3.012511 -0.03 0.00 -0.03 -0.43
O 9.677626 2.020397 1.959683 0.07 0.05 0.02 0.09
O 8.487148 0.679882 3.143806 0.01 0.04 0.08 0.04
H 10.824147 2.675377 3.965569 0.00 0.00 -0.02 0.10
H 9.344599 2.340189 4.926461 -0.02 -0.05 0.02 0.10
H 10.543977 1.046334 4.666316 -0.04 -0.02 0.03 0.10
C 7.583306 -2.480219 2.899447 -0.08 -0.05 0.13 0.05
N 8.610008 -3.433116 2.398346 -0.01 0.02 -0.01 -0.45
O 8.868503 -4.405304 3.072709 0.01 -0.02 0.02 0.07
O 9.129119 -3.158575 1.335211 0.02 0.02 -0.05 0.05
H 7.206707 -2.844641 3.847282 0.02 -0.06 0.00 0.10
H 8.068544 -1.516220 3.007218 -0.04 0.01 -0.07 0.06
H 6.795878 -2.431308 2.153389 0.02 0.04 -0.04 0.10